No. 1
The following is a DFT calculation (wB97M-V/def2-TZVPD) of 3 unconnected molecules or ions with the total composition C3H13N3O2.

Geometry (Å):
C 0.427 -1.069 1.378
C 1.350 -1.069 -1.018
N 1.569 -0.879 2.125
H -0.450 -1.779 -0.224
H 2.449 -1.246 -0.799
N -0.775 -1.036 1.820
N 0.496 -1.544 0.038
H -1.231 2.115 -3.347
H 0.660 1.060 -0.614
O -2.300 1.835 2.256
H -3.175 1.434 2.216
H 1.267 -1.748 -1.864
H -1.822 1.114 1.814
H 2.476 -1.122 1.769
H 0.069 0.301 -1.979
H -0.780 -0.788 2.811
H -2.467 1.590 -2.396
H 1.456 -0.059 2.701
C 1.015 0.404 -1.411
H 1.805 0.866 -2.012
O -2.039 1.620 -3.262

Calculated values
**Energy above the lowest of the compared OMol25 structures with the same formula, charge and spin**: 86.35 kJ/mol
**SMILES**: [H]/N=C(\N)NCC.O.O
**Gap between HOMO and LUMO**: 9.57 eV

Quick look at the natural (NBO) charges, all values in e:
1 C 0.5859
2 C -0.2154
3 N -0.8465
4 H 0.3997
5 H 0.1817
6 N -0.8034
7 N -0.6400
8 H 0.4827
9 H 0.2147
10 O -0.9464
11 H 0.4627
12 H 0.2102
13 H 0.4784
14 H 0.3997
15 H 0.2153
16 H 0.3370
17 H 0.4866
18 H 0.3976
19 C -0.6460
20 H 0.2127
21 O -0.9671



No. 2
The following is a DFT calculation (wB97M-V/def2-TZVPD) of a molecular structure, C3H13N3P.

Geometry (Å):
H -0.891 0.605 -1.805
N 0.714 1.410 0.935
H -2.239 -0.205 -1.092
H -1.200 0.950 0.080
H 1.613 2.541 2.224
H 1.464 0.067 -0.991
H 0.596 -2.746 -1.418
H -1.217 -2.701 -1.580
C -0.336 -2.147 -1.505
N -1.358 0.157 -0.946
P 1.744 1.225 2.312
H -0.906 1.014 2.075
H 1.492 -1.227 0.242
H -0.140 -1.692 -2.560
H -0.890 2.534 1.451
H -1.005 -1.490 0.283
N -0.658 1.569 1.208
C 0.917 -0.470 -0.268
C -0.481 -0.986 -0.485
H 2.995 1.410 1.744

Calculated values
**Total charge**: +1
**Energy above the lowest of the compared OMol25 structures with the same formula, charge and spin**: 560.05 kJ/mol
**Gap between HOMO and LUMO (alpha / beta)**: 8.32 / 8.31 eV

Quick look at the natural (NBO) charges, all values in e:
1 H 0.4249
2 N -0.5867
3 H 0.4113
4 H 0.4552
5 H -0.0340
6 H 0.2247
7 H 0.2550
8 H 0.2330
9 C -0.6213
10 N -0.7576
11 P 0.5080
12 H 0.3640
13 H 0.2203
14 H 0.2166
15 H 0.4094
16 H 0.2286
17 N -0.6556
18 C -0.1600
19 C -0.1317
20 H -0.0043



No. 3
The following is a DFT calculation (wB97M-V/def2-TZVPD) of 2 unconnected molecules or ions with the total composition C3H13N4.

Geometry (Å):
C 1.789 1.701 0.467
N -1.832 -3.009 -1.958
H 0.682 -0.845 -1.242
N -2.513 -2.224 0.096
H -2.688 -1.388 0.622
H 2.385 2.811 2.145
H 0.359 0.646 -1.789
N 0.962 0.122 -1.175
C -2.478 -2.148 -1.270
H 1.728 1.344 2.554
H -0.232 0.940 0.406
H -1.857 -2.878 0.491
N 1.650 2.139 1.918
H 1.718 2.610 -0.127
C 0.791 0.592 0.186
H -1.923 -2.774 -2.945
H -3.071 -1.354 -1.725
H 0.973 -0.197 0.923
H 2.804 1.322 0.342
H 0.755 2.591 2.080

Calculated values
**Total charge**: +1
**Energy above the lowest of the compared OMol25 structures with the same formula, charge and spin**: 216.33 kJ/mol
**Gap between HOMO and LUMO**: 7.87 eV

Quick look at the natural (NBO) charges, all values in e:
1 C -0.2180
2 N -0.7097
3 H 0.3937
4 N -0.8161
5 H 0.3791
6 H 0.4493
7 H 0.3720
8 N -0.8171
9 C 0.2580
10 H 0.4420
11 H 0.1756
12 H 0.3937
13 N -0.6694
14 H 0.2308
15 C -0.2420
16 H 0.3449
17 H 0.1534
18 H 0.1998
19 H 0.2397
20 H 0.4403



No. 4
The following is a DFT calculation (wB97M-V/def2-TZVPD) of 3 unconnected molecules or ions with the total composition C3H13N4.

Geometry (Å):
H 3.960 1.399 -1.133
N -1.295 -1.379 -1.062
H -4.150 0.653 1.923
C 2.637 0.036 0.124
H -4.723 0.065 0.708
H 0.422 -0.930 0.113
C 2.930 1.088 -1.054
N -3.994 0.662 0.994
H -4.126 1.624 0.614
H 3.479 -1.444 1.242
N -1.374 0.138 0.623
H -0.810 0.707 1.202
H 2.304 2.010 -1.030
H 2.646 0.503 -1.919
N 3.662 -0.739 0.552
H -2.469 0.380 0.641
H -0.854 -2.186 -1.445
H 4.693 -0.619 0.403
C -0.744 -0.747 -0.092
H -2.193 -1.221 -1.403

Calculated values
**Total charge**: +1
**Energy above the lowest of the compared OMol25 structures with the same formula, charge and spin**: 299.74 kJ/mol
**Gap between HOMO and LUMO**: 8.84 eV

Quick look at the natural (NBO) charges, all values in e:
1 H 0.2081
2 N -0.7212
3 H 0.3813
4 C 0.0827
5 H 0.3886
6 H 0.2639
7 C -0.7242
8 N -1.0385
9 H 0.3971
10 H 0.3951
11 N -0.7537
12 H 0.4114
13 H 0.2331
14 H 0.2353
15 N -0.7554
16 H 0.4330
17 H 0.4192
18 H 0.3802
19 C 0.3570
20 H 0.4071



No. 5
The following is a DFT calculation (wB97M-V/def2-TZVPD) of a single C3H13N5 molecule.

Geometry (Å):
C -2.260 -1.198 -0.034
H -0.678 1.610 -0.939
N 2.339 -0.431 0.937
H 0.405 2.580 0.139
N 1.429 -0.638 -0.129
H 0.305 0.761 1.798
H 2.199 1.190 -0.880
C -0.898 -1.072 -0.525
C -0.425 1.863 0.031
N -0.274 0.711 0.978
H -0.487 -2.027 -0.898
N 0.029 -0.549 0.409
H -1.308 2.294 0.363
H 1.862 0.087 1.645
H 2.547 -1.353 1.278
H -0.869 -0.319 -1.392
H -2.949 -1.484 -0.894
N 1.724 0.318 -1.136
H -2.396 -2.003 0.733
H -2.400 -0.247 0.506
H 2.106 -0.094 -1.989

Calculated values
**Energy above the lowest of the compared OMol25 structures with the same formula, charge and spin**: 480.57 kJ/mol
**SMILES**: CCN(NC)N(N)N
**Gap between HOMO and LUMO**: 9.34 eV

Quick look at the natural (NBO) charges, all values in e:
1 C -0.6273
2 H 0.2171
3 N -0.6658
4 H 0.1849
5 N -0.0240
6 H 0.3565
7 H 0.3548
8 C -0.2326
9 C -0.4382
10 N -0.4921
11 H 0.2161
12 N -0.1700
13 H 0.1905
14 H 0.3166
15 H 0.3619
16 H 0.1566
17 H 0.2180
18 N -0.7289
19 H 0.2073
20 H 0.2284
21 H 0.3703



No. 6
The following is a DFT calculation (wB97M-V/def2-TZVPD) of 3 unconnected molecules or ions with the total composition C3H13NO2.

Geometry (Å):
O -0.707 -2.057 1.746
H -0.802 2.174 -0.499
H 2.608 1.659 -0.606
N -1.653 0.717 0.727
H -2.473 0.210 0.393
C -0.770 1.104 -0.368
C 0.695 0.801 -0.034
H -1.231 -1.230 1.735
O 0.056 -2.974 -0.797
H 0.879 -0.240 0.178
H 0.110 -1.705 2.135
H -2.022 1.513 1.249
H 1.291 2.027 -1.814
H 0.698 -3.666 -0.646
H 2.061 0.516 -1.710
H -0.209 -2.338 -0.116
C 1.692 1.335 -1.073
H -1.076 0.715 -1.337
H 0.856 1.439 0.837

Calculated values
**Total charge**: -1
**Spin multiplicity**: 2
**Energy above the lowest of the compared OMol25 structures with the same formula, charge and spin**: 71.63 kJ/mol
**Gap between HOMO and LUMO (alpha / beta)**: 2.67 / 9.36 eV

Quick look at the natural (NBO) charges, all values in e:
1 O -1.0989
2 H 0.1633
3 H 0.1958
4 N -1.1769
5 H 0.3240
6 C -0.4430
7 C -0.4594
8 H 0.4830
9 O -1.0278
10 H 0.1987
11 H 0.4376
12 H 0.2980
13 H 0.1977
14 H 0.4630
15 H 0.1931
16 H 0.5103
17 C -0.6209
18 H 0.1737
19 H 0.1887



No. 7
The following is a DFT calculation (wB97M-V/def2-TZVPD) of 3 unconnected molecules or ions with the total composition C3H13NO2S.

Geometry (Å):
H 1.559 0.509 -1.365
N -0.145 1.668 -0.669
H -1.352 0.689 2.048
H -0.565 -0.021 -1.928
O -0.257 -3.332 -0.224
H -1.908 0.581 -0.774
H 2.978 -1.603 0.522
H -0.729 -2.561 -0.486
H -0.937 -4.016 -0.410
H -1.313 1.397 -2.308
H 1.900 1.764 -0.394
H 0.882 0.692 1.544
H -0.134 2.524 -1.335
S 2.898 -0.422 1.170
O -1.926 0.697 2.737
C 1.103 1.012 -0.557
H 0.494 -0.714 0.648
H -2.683 0.197 2.476
C -1.067 0.827 -1.438
C 1.203 0.112 0.745

Calculated values
**Energy above the lowest of the compared OMol25 structures with the same formula, charge and spin**: 172.22 kJ/mol
**SMILES**: CNCCS.O.O
**Gap between HOMO and LUMO**: 9.41 eV

Quick look at the natural (NBO) charges, all values in e:
1 H 0.1726
2 N -0.6243
3 H 0.4611
4 H 0.1821
5 O -0.9262
6 H 0.1923
7 H 0.1336
8 H 0.4594
9 H 0.4681
10 H 0.1946
11 H 0.1981
12 H 0.2123
13 H 0.3656
14 S -0.0467
15 O -0.9244
16 C -0.2396
17 H 0.2071
18 H 0.4637
19 C -0.4334
20 C -0.5159



No. 8
The following is a DFT calculation (wB97M-V/def2-TZVPD) of 3 unconnected molecules or ions with the total composition C3H13NO2S.

Geometry (Å):
O 5.757 -2.688 -0.626
O 1.396 -2.479 -3.003
H 0.204 1.048 3.516
S -2.280 -0.051 -0.861
H 6.465 -2.691 -1.152
H 1.312 -1.616 -3.274
H -0.178 0.178 2.289
C -1.491 1.393 -0.101
H -2.832 2.521 1.240
H 1.424 -2.712 -2.074
H -2.445 0.709 1.831
H 5.844 -2.561 0.269
C -2.090 1.680 1.376
N 0.104 1.073 2.581
H -1.308 -0.793 -1.397
H -1.022 2.837 2.826
H -1.718 2.276 -0.755
H -0.237 2.763 1.311
H -0.417 1.312 0.158
C -0.846 2.154 2.051

Calculated values
**Total charge**: +1
**Spin multiplicity**: 2
**Energy above the lowest of the compared OMol25 structures with the same formula, charge and spin**: 214.06 kJ/mol
**Gap between HOMO and LUMO (alpha / beta)**: 9.53 / 4.16 eV

Quick look at the natural (NBO) charges, all values in e:
1 O -0.9508
2 O -0.9557
3 H 0.3765
4 S 0.6855
5 H 0.4750
6 H 0.4730
7 H 0.3405
8 C -0.6232
9 H 0.2570
10 H 0.4853
11 H 0.2349
12 H 0.4758
13 C -0.3948
14 N -0.8199
15 H 0.1607
16 H 0.2365
17 H 0.3072
18 H 0.1869
19 H 0.2944
20 C -0.2449



No. 9
The following is a DFT calculation (wB97M-V/def2-TZVPD) of 3 unconnected molecules or ions with the total composition C3H13NO2S.

Geometry (Å):
H -1.239 -1.223 -0.743
C -0.556 -0.309 1.038
H -3.076 0.992 -1.569
O 3.464 -2.324 -1.936
H 2.760 -2.460 -1.287
H -4.058 0.075 -1.121
H -0.143 1.859 0.698
H -2.043 0.841 2.025
H -1.549 -0.695 2.850
H -0.555 0.731 2.986
S 1.874 0.906 -0.123
O -3.765 0.971 -0.885
H -2.250 -0.273 -0.013
C 0.075 0.891 0.215
H 2.120 0.518 1.153
C -1.197 0.199 2.288
H -0.220 0.809 -0.821
H 0.254 -1.002 1.327
H 3.025 -1.868 -2.670
N -1.530 -0.985 0.204

Calculated values
**Total charge**: +1
**Spin multiplicity**: 2
**Energy above the lowest of the compared OMol25 structures with the same formula, charge and spin**: 75.44 kJ/mol
**Gap between HOMO and LUMO (alpha / beta)**: 10.81 / 5.12 eV

Quick look at the natural (NBO) charges, all values in e:
1 H 0.3731
2 C -0.0610
3 H 0.4559
4 O -0.9192
5 H 0.4562
6 H 0.4710
7 H 0.3000
8 H 0.2308
9 H 0.2559
10 H 0.2390
11 S 0.4732
12 O -0.9057
13 H 0.3844
14 C -0.5566
15 H 0.1468
16 C -0.6345
17 H 0.2382
18 H 0.2190
19 H 0.4671
20 N -0.6335



No. 10
The following is a DFT calculation (wB97M-V/def2-TZVPD) of a molecular structure, C3H13NO2S2.

Geometry (Å):
N 2.015 -0.441 0.267
C -0.374 -0.342 -0.200
H -0.185 0.826 2.740
H -0.409 0.836 4.254
H 0.097 0.078 -1.194
C 2.056 0.927 0.703
S -1.081 1.000 0.616
C 0.723 -1.117 0.548
O -3.878 0.067 -0.681
H 1.291 1.588 0.243
H -4.300 -0.489 -1.351
S 0.658 -0.777 -2.646
H 0.763 -2.077 0.056
H 0.713 -0.222 -3.866
H -3.113 0.515 -1.070
H 0.567 -1.143 1.622
H -1.116 -1.008 -0.641
H 1.988 -0.540 -0.739
H 1.818 0.904 1.752
H 3.053 1.308 0.479
O 0.254 0.640 3.583

Calculated values
**Energy above the lowest of the compared OMol25 structures with the same formula, charge and spin**: 471.36 kJ/mol
**Gap between HOMO and LUMO**: 5.24 eV

Quick look at the natural (NBO) charges, all values in e:
1 N -0.5722
2 C -0.5911
3 H 0.4693
4 H 0.4709
5 H 0.2649
6 C -0.4293
7 S 0.1388
8 C -0.2674
9 O -0.9514
10 H 0.1607
11 H 0.4729
12 S -0.3446
13 H 0.2086
14 H 0.1481
15 H 0.4767
16 H 0.2326
17 H 0.2775
18 H 0.3638
19 H 0.2182
20 H 0.2157
21 O -0.9628



No. 11
The following is a DFT calculation (wB97M-V/def2-TZVPD) of 4 unconnected molecules or ions with the total composition C3H13NO3.

Geometry (Å):
H -0.738 -1.312 -2.887
H 2.389 -1.989 2.356
C -1.355 -1.403 -0.648
H -1.903 -0.181 -2.502
H 0.761 3.825 -1.266
O 0.122 3.425 -0.579
H 0.532 2.556 -0.353
O 2.293 1.616 0.854
O 1.593 -1.516 2.380
C -1.622 -1.100 -2.165
H -1.058 -2.435 -0.505
H 0.179 0.386 1.657
H 0.817 -1.833 1.734
H -1.477 0.654 1.153
H 2.206 0.816 1.438
H -2.406 -1.392 -0.388
N -0.381 -0.542 -0.120
H 2.909 2.086 1.442
H -2.322 -1.825 -2.500
C -0.539 0.165 0.899

Calculated values
**Total charge**: -1
**Spin multiplicity**: 2
**Energy above the lowest of the compared OMol25 structures with the same formula, charge and spin**: 199.89 kJ/mol
**Gap between HOMO and LUMO (alpha / beta)**: 2.87 / 7.25 eV

Quick look at the natural (NBO) charges, all values in e:
1 H 0.1693
2 H 0.4456
3 C -0.3468
4 H 0.1924
5 H 0.4518
6 O -0.9649
7 H 0.5083
8 O -0.9547
9 O -1.1210
10 C -0.5933
11 H 0.1336
12 H 0.1363
13 H 0.4711
14 H 0.0964
15 H 0.4942
16 H 0.1411
17 N -0.5756
18 H 0.4503
19 H 0.1731
20 C -0.3071



No. 12
The following is a DFT calculation (wB97M-V/def2-TZVPD) of 3 unconnected molecules or ions with the total composition C3H13NO3.

Geometry (Å):
H -2.035 -1.933 1.282
H 1.433 4.609 -2.109
H 0.049 -2.141 2.553
C -1.089 -1.647 0.830
H -1.828 -0.726 -3.585
C -0.036 -1.258 1.906
H -0.642 -2.503 0.325
C 1.297 -0.939 1.212
H -1.314 0.268 -0.266
H 2.175 -0.962 1.854
H 1.379 1.028 1.171
H -0.515 -0.577 2.615
O -1.066 -1.113 -3.175
H 0.897 5.436 -1.042
H 1.466 -1.734 0.478
H -1.436 -1.295 -2.288
O 0.736 5.255 -1.962
N 1.346 0.315 0.448
O -1.423 -0.638 -0.054
H 0.604 0.558 -0.192

Calculated values
**Energy above the lowest of the compared OMol25 structures with the same formula, charge and spin**: 179.42 kJ/mol
**SMILES**: NCCCO.O.O
**Gap between HOMO and LUMO**: 9.79 eV

Quick look at the natural (NBO) charges, all values in e:
1 H 0.1721
2 H 0.4645
3 H 0.2109
4 C -0.0257
5 H 0.4595
6 C -0.4542
7 H 0.1637
8 C -0.2244
9 H 0.5206
10 H 0.2011
11 H 0.3424
12 H 0.2052
13 O -0.9416
14 H 0.4610
15 H 0.1878
16 H 0.4789
17 O -0.9254
18 N -0.8340
19 O -0.8178
20 H 0.3554



No. 13
The following is a DFT calculation (wB97M-V/def2-TZVPD) of 4 unconnected molecules or ions with the total composition C3H13NO3.

Geometry (Å):
H -2.080 -0.812 0.912
H 2.181 2.522 0.398
C 2.313 1.618 1.025
H -0.741 -0.815 -1.881
H -1.597 -0.917 2.258
H 0.128 0.958 0.625
O -2.007 1.247 -0.304
C 1.269 0.563 0.655
H 1.052 -2.584 -0.332
H -2.836 1.038 -0.625
C 1.649 -0.527 -0.022
H -0.176 -1.590 0.233
H 2.655 -0.636 -0.379
H -1.320 0.956 -1.016
H -0.259 0.603 -2.145
O -1.861 -1.436 1.552
N 0.728 -1.630 -0.398
O -1.006 0.130 -2.279
H 3.345 1.268 0.927
H 2.164 1.969 2.113

Calculated values
**Energy above the lowest of the compared OMol25 structures with the same formula, charge and spin**: 200.64 kJ/mol
**SMILES**: C/C=C/N.O.O.O
**Gap between HOMO and LUMO**: 9.43 eV

Quick look at the natural (NBO) charges, all values in e:
1 H 0.4784
2 H 0.2112
3 C -0.6357
4 H 0.5129
5 H 0.4696
6 H 0.2283
7 O -1.0053
8 C -0.2822
9 H 0.3853
10 H 0.4646
11 C -0.0276
12 H 0.4037
13 H 0.1925
14 H 0.4789
15 H 0.4638
16 O -0.9353
17 N -0.9072
18 O -0.9222
19 H 0.2104
20 H 0.2159



| no. | E_tot (eV) | strongest force on any atom (eV/A) |
| --- | --- | --- |
| 1 | -11886.831 | 2.59 |
| 2 | -17069.455 | 5.08 |
| 3 | -9275.302 | 0.79 |
| 4 | -9274.438 | 4.23 |
| 5 | -10767.781 | 3.65 |
| 6 | -8905.384 | 2.17 |
| 7 | -19740.657 | 4.50 |
| 8 | -19731.040 | 5.86 |
| 9 | -19732.477 | 2.16 |
| 10 | -30572.939 | 4.83 |
| 11 | -10951.121 | 5.23 |
| 12 | -10952.912 | 3.41 |
| 13 | -10952.692 | 6.08 |